[1]
{"formula": "C4H11N3", "method": "the ωB97M-V functional and the def2-TZVPD basis", "elements": ["N", "H", "H", "N", "H", "H", "C", "N", "H", "H", "H", "H", "H", "H", "C", "H", "C", "C"], "xyz": [[0.6865, -0.2934, 1.3889], [-3.2634, 1.5779, -1.2740], [-1.2914, -1.0505, 0.7108], [2.5693, -0.5797, -0.1745], [0.2884, 0.3070, -1.4345], [-0.9318, -0.7325, -1.7499], [-0.4572, -0.1014, -0.8367], [-2.7366, 0.8174, -0.7888], [-1.2150, 2.1605, -1.1377], [-3.2386, 0.4850, 0.0603], [2.7777, -0.0082, 1.6992], [3.0713, -1.4001, -0.0980], [-1.2051, 1.4347, 0.4913], [1.9291, -0.7499, -0.8526], [-1.3436, 1.1953, -0.5681], [0.2127, -1.8183, 0.2017], [-0.2762, -0.8114, 0.4115], [1.9490, -0.2518, 1.0608]], "nbo_charge": [-0.454, 0.366, 0.210, -0.831, 0.208, 0.224, -0.447, -0.876, 0.196, 0.364, 0.169, 0.369, 0.183, 0.359, -0.221, 0.185, -0.275, 0.271], "homo_lumo_gap_ha": 0.361, "relative_energy_kcal_mol": 73.3, "e_tot_ev": -8794.4388, "multiplicity": 1}

=====

[2]
{"formula": "C4H11N3", "method": "the ωB97M-V functional and the def2-TZVPD basis", "elements": ["H", "H", "H", "H", "C", "H", "H", "H", "C", "H", "H", "H", "C", "N", "N", "N", "C", "H"], "xyz": [[-0.5582, 3.2701, 0.2458], [1.2978, -2.6583, 0.3097], [-1.0262, -0.8613, -1.8808], [2.1484, -1.1887, 0.8141], [-0.1213, 1.2988, 0.1637], [0.5337, -1.5415, 1.4652], [-0.9533, -0.0402, 1.5975], [1.0424, 0.8424, -1.4079], [1.1717, -1.6073, 0.5738], [-0.6468, -2.4475, -1.1859], [0.7358, 2.9046, -0.7466], [-1.5366, -1.2888, -0.2126], [-0.9675, 0.9240, 1.1315], [0.6383, -0.9230, -0.5863], [-0.1503, 2.5895, -0.3786], [0.7754, 0.4659, -0.5043], [-0.7501, -1.3879, -0.9659], [-1.6331, 1.6491, 1.5677]], "nbo_charge": [0.383, 0.197, 0.204, 0.212, 0.351, 0.168, 0.202, 0.366, -0.413, 0.198, 0.371, 0.192, -0.626, -0.275, -0.824, -0.470, -0.435, 0.200], "homo_lumo_gap_ha": 0.326, "relative_energy_kcal_mol": 60.5, "e_tot_ev": -8794.9940, "multiplicity": 1}

=====

[3]
{"formula": "C4H11N3", "method": "the ωB97M-V functional and the def2-TZVPD basis", "elements": ["H", "H", "H", "H", "N", "H", "C", "N", "H", "H", "C", "H", "H", "H", "C", "H", "N", "C"], "xyz": [[2.7534, 0.7183, -2.0108], [2.0563, 0.0599, 1.2922], [-1.3833, -0.9335, 1.1239], [-0.2448, 0.9614, 1.4444], [2.0768, 0.3163, 0.3090], [-3.1182, -2.2370, -0.3437], [-3.1955, -1.1866, -0.0571], [-1.8471, 0.8601, 0.1329], [-0.9830, 2.5528, 0.8103], [-3.6557, -0.6668, -0.8956], [-0.9881, 1.4652, 0.8253], [4.4351, 0.4796, -1.7916], [-1.1421, -0.9651, -0.6220], [-3.8208, -1.1051, 0.8300], [-1.8047, -0.6016, 0.1674], [4.1185, -0.1219, 0.4427], [3.4971, 0.2690, -1.4977], [3.2462, 0.1350, -0.1594]], "nbo_charge": [0.394, 0.339, 0.167, 0.141, -0.733, 0.203, -0.608, -0.401, 0.166, 0.216, -0.039, 0.385, 0.201, 0.203, -0.253, 0.147, -0.811, 0.282], "homo_lumo_gap_ha": 0.374, "relative_energy_kcal_mol": 44.2, "e_tot_ev": -8795.7036, "multiplicity": 1}

=====

[4]
{"formula": "C4H11N3", "method": "the ωB97M-V functional and the def2-TZVPD basis", "elements": ["N", "N", "C", "H", "H", "H", "H", "C", "H", "H", "H", "C", "N", "H", "C", "H", "H", "H"], "xyz": [[-1.7159, -0.5485, 1.5083], [-0.2917, 1.6158, 0.8257], [-1.3100, -0.5706, 0.2608], [-2.0652, -1.4689, 1.7836], [-1.3680, 1.2128, -0.9654], [1.7119, -1.0711, 0.6063], [0.4146, -2.0646, 0.8097], [0.8230, -1.3906, 0.0551], [0.3171, -0.2915, -1.9652], [-0.0427, 1.0280, 1.6272], [-1.7266, -1.2259, -0.5197], [0.5402, 0.1834, -1.0123], [1.6639, 0.9815, -1.0085], [1.1123, -2.0406, -0.7791], [-0.6694, 0.7242, -0.2779], [1.7044, 1.5830, -0.1820], [2.0420, 1.2566, -1.9070], [-1.1396, 2.0870, 1.1406]], "nbo_charge": [-0.698, -0.847, 0.156, 0.335, 0.195, 0.211, 0.230, -0.790, 0.204, 0.378, 0.171, 0.094, -0.852, 0.199, -0.167, 0.412, 0.394, 0.375], "homo_lumo_gap_ha": 0.346, "relative_energy_kcal_mol": 91.1, "e_tot_ev": -8793.6677, "multiplicity": 1}

=====

[5]
{"formula": "C4H11N3", "method": "the ωB97M-V functional and the def2-TZVPD basis", "elements": ["C", "C", "H", "H", "H", "N", "N", "C", "H", "H", "C", "H", "H", "H", "N", "H", "H", "H"], "xyz": [[-0.7631, -1.2804, 1.4006], [2.7087, 0.2721, 0.0016], [-2.3575, 1.5082, 0.0793], [-2.7124, -1.0352, -0.2850], [1.1150, 1.3407, 0.7678], [-2.6480, 0.9059, -0.6931], [1.3228, 0.4254, 0.3794], [0.2320, -0.0674, -0.6898], [2.8639, -0.7501, -0.3520], [0.1043, -1.5327, 1.9868], [-0.6702, -0.5022, 0.3446], [-0.0431, 0.8021, -1.2937], [-2.4189, 1.3602, -1.5714], [-1.7267, -1.5730, 1.7907], [-2.0353, -0.3700, -0.6487], [3.3611, 0.4316, 0.8629], [0.6546, -0.8858, -1.2696], [3.0126, 0.9505, -0.8105]], "nbo_charge": [-0.431, -0.405, 0.335, 0.334, 0.357, -0.673, -0.660, -0.275, 0.186, 0.222, 0.181, 0.207, 0.343, 0.211, -0.513, 0.196, 0.228, 0.157], "homo_lumo_gap_ha": 0.345, "relative_energy_kcal_mol": 113.4, "e_tot_ev": -8792.7021, "multiplicity": 1}

=====

[6]
{"formula": "C4H11N3", "method": "the ωB97M-V functional and the def2-TZVPD basis", "elements": ["H", "C", "C", "C", "H", "H", "C", "H", "H", "H", "H", "N", "H", "N", "H", "N", "H", "H"], "xyz": [[1.3604, -0.3414, 0.4000], [-0.0215, -0.5294, -1.3974], [0.4207, 1.7171, 1.2243], [-1.2187, -1.0845, -0.6262], [0.4456, -1.3081, -2.0108], [-0.4809, -1.4045, 1.2031], [1.0245, 0.1565, -0.5068], [-1.8744, -0.2252, -0.3638], [-0.2126, 1.8395, -0.7501], [-0.2367, -2.5576, 0.2006], [-0.4613, 0.2082, -2.0805], [-0.9986, -1.9634, 0.5310], [-1.9622, -1.5288, -1.2930], [0.8835, 0.9547, 2.1627], [1.9440, 0.3319, -1.0634], [0.4641, 1.4898, -0.1115], [-0.0768, 2.6385, 1.5483], [1.0009, 1.6066, 2.9335]], "nbo_charge": [0.243, -0.428, 0.289, -0.234, 0.208, 0.358, -0.249, 0.178, 0.392, 0.336, 0.197, -0.801, 0.194, -0.769, 0.196, -0.603, 0.149, 0.345], "homo_lumo_gap_ha": 0.364, "relative_energy_kcal_mol": 40.0, "e_tot_ev": -8795.8857, "multiplicity": 1}

=====

[7]
{"formula": "C4H11N3", "method": "the ωB97M-V functional and the def2-TZVPD basis", "elements": ["C", "C", "N", "H", "C", "H", "H", "H", "H", "H", "H", "H", "H", "C", "H", "N", "N", "H"], "xyz": [[-0.2612, -0.1628, 0.7945], [-0.0465, 0.6274, -0.1872], [-1.9165, 0.3930, 1.2102], [1.2675, -0.3024, -2.6904], [0.2485, -1.3340, 1.5363], [-2.2948, -0.3571, 1.7893], [0.9308, -1.9336, 0.9252], [-1.2438, 2.3506, -0.5451], [-1.3237, 1.1167, -1.8179], [2.1678, -0.1508, -0.0134], [-1.7608, 1.2010, 1.8137], [0.1205, 2.1414, -1.6484], [-0.5752, -1.9876, 1.8362], [-0.6642, 1.6129, -1.1019], [0.7665, -1.0172, 2.4456], [1.5570, 0.1451, -0.7749], [1.7014, -0.7018, -1.8628], [1.3267, -1.6408, -1.7090]], "nbo_charge": [0.145, 0.172, -0.895, 0.347, -0.669, 0.342, 0.230, 0.240, 0.235, 0.343, 0.345, 0.238, 0.232, -0.672, 0.232, -0.526, -0.649, 0.313], "homo_lumo_gap_ha": 0.318, "relative_energy_kcal_mol": 118.0, "e_tot_ev": -8792.5012, "multiplicity": 1}

=====

[8]
{"formula": "C4H11N3", "method": "the ωB97M-V functional and the def2-TZVPD basis", "elements": ["H", "H", "N", "H", "H", "H", "N", "H", "C", "H", "H", "H", "C", "C", "H", "N", "C", "H"], "xyz": [[1.6482, 1.2326, -2.0749], [-0.3956, -0.4379, -0.2826], [1.5020, -1.7212, 2.2881], [2.5068, -1.4792, 2.2894], [0.1675, 1.0983, 2.1754], [-0.4420, -1.0843, 2.8045], [0.8979, 0.5458, 2.6113], [1.1951, -2.6443, 1.9653], [0.5642, -0.7060, 2.5429], [0.0646, -0.4761, -2.0263], [-2.7285, 0.3318, -0.9860], [1.3495, 2.8279, -1.2926], [-0.5126, 0.0797, -1.2592], [0.9134, 1.8571, -1.5434], [-2.1607, 0.3415, -2.6636], [-0.2811, 1.4937, -1.1969], [-1.9752, -0.0866, -1.6759], [-2.3136, -1.1729, -1.6756]], "nbo_charge": [0.139, 0.202, -0.843, 0.406, 0.363, 0.149, -0.774, 0.399, 0.302, 0.172, 0.212, 0.173, -0.262, -0.039, 0.207, -0.397, -0.607, 0.199], "homo_lumo_gap_ha": 0.355, "relative_energy_kcal_mol": 69.6, "e_tot_ev": -8794.6022, "multiplicity": 1}

=====

[9]
{"formula": "C4H11N3", "method": "the ωB97M-V functional and the def2-TZVPD basis", "elements": ["N", "H", "H", "N", "H", "H", "C", "H", "C", "H", "C", "N", "C", "H", "H", "H", "H", "H"], "xyz": [[-1.3660, -0.3540, 1.0080], [0.4437, -0.5222, 2.1277], [-1.7151, 0.3453, 1.6560], [-0.8453, 1.0784, -1.4495], [1.7907, 0.8500, 0.6819], [1.6614, -1.6559, 0.2384], [0.0997, -0.4306, 1.0830], [-1.7745, -1.2444, 1.2752], [0.7132, 0.8654, 0.5210], [0.5549, 1.0156, -2.6955], [0.5780, -1.6572, 0.3124], [1.3509, 0.9572, -1.8683], [0.4948, 1.0485, -0.9498], [0.1685, -1.6542, -0.6940], [-1.5323, 0.6410, -0.8393], [0.2701, -2.5723, 0.8181], [0.2770, 1.7206, 1.0454], [-1.1698, 1.5689, -2.2710]], "nbo_charge": [-0.857, 0.173, 0.361, -0.930, 0.239, 0.222, -0.029, 0.366, -0.475, 0.323, -0.623, -0.645, 0.424, 0.222, 0.413, 0.205, 0.219, 0.392], "homo_lumo_gap_ha": 0.352, "relative_energy_kcal_mol": 38.7, "e_tot_ev": -8795.9403, "multiplicity": 1}

=====

[10]
{"formula": "C4H11N3", "method": "the ωB97M-V functional and the def2-TZVPD basis", "elements": ["H", "N", "H", "C", "H", "H", "H", "H", "H", "H", "H", "H", "N", "C", "N", "C", "H", "C"], "xyz": [[-0.6834, -0.6373, -0.9261], [-1.6726, -1.0893, 2.0033], [-0.0707, 0.8674, 0.0840], [-1.4995, -0.4109, 0.8401], [-1.3565, -2.0802, -0.2894], [-1.3586, -2.0473, 2.0583], [-1.0810, 1.4873, 1.7304], [1.8923, 1.9867, -1.7232], [-1.5779, -0.5637, 2.8570], [-1.7909, 1.5461, 0.0773], [1.4167, 0.6735, -2.7818], [2.9584, 0.5679, -1.8945], [1.6859, -0.5808, 0.1187], [1.9101, 0.8977, -1.8312], [-1.4344, -1.0726, -0.3309], [1.1655, 0.2543, -0.6897], [2.6823, -0.7765, -0.0802], [-1.1858, 0.9779, 0.7779]], "nbo_charge": [0.421, -0.778, 0.271, 0.522, 0.381, 0.392, 0.216, 0.219, 0.401, 0.243, 0.215, 0.183, -0.736, -0.707, -0.784, 0.009, 0.297, -0.765], "homo_lumo_gap_ha": 0.274, "relative_energy_kcal_mol": 86.6, "e_tot_ev": -8793.8640, "multiplicity": 1}

=====

[11]
{"formula": "C4H11N3", "method": "the ωB97M-V functional and the def2-TZVPD basis", "elements": ["H", "N", "C", "H", "H", "H", "H", "C", "H", "H", "N", "C", "H", "H", "H", "C", "H", "N"], "xyz": [[-2.7555, -0.3654, 1.0994], [0.5248, -1.4271, -1.1858], [0.6393, -0.5097, -0.4066], [3.4385, 0.5226, 0.1028], [3.0932, -0.7828, 1.0313], [0.9847, 0.2239, 1.5905], [1.2308, 1.4364, 0.1867], [1.0764, 0.4234, 0.5307], [-2.1593, -1.3137, -0.2666], [-0.7581, 2.1022, -0.7920], [2.8250, -0.2854, 0.1843], [-1.8427, -0.7439, 0.6223], [-1.5571, 0.7744, -1.6870], [-1.3408, -1.4458, 1.2928], [-2.4092, 1.6578, -0.4049], [-1.4347, 1.2484, -0.6988], [1.3896, -1.8560, -1.5070], [-0.9449, 0.3407, 0.3079]], "nbo_charge": [0.191, -0.608, 0.565, 0.341, 0.338, 0.258, 0.255, -0.265, 0.174, 0.185, -1.014, -0.427, 0.171, 0.192, 0.194, -0.430, 0.408, -0.528], "homo_lumo_gap_ha": 0.328, "relative_energy_kcal_mol": 140.1, "e_tot_ev": -8791.5451, "multiplicity": 1}

=====

[12]
{"formula": "C4H11N3", "method": "the ωB97M-V functional and the def2-TZVPD basis", "elements": ["H", "H", "N", "C", "H", "N", "N", "H", "H", "H", "H", "C", "H", "C", "H", "H", "C", "H"], "xyz": [[3.3346, 0.3404, -1.3062], [-2.0312, -0.4684, -2.2037], [-0.4004, -1.8598, 0.1651], [-1.7074, 0.9455, 0.8566], [-2.6217, 1.6787, 0.7013], [-1.5885, 0.1042, -0.3622], [3.2839, -0.0707, -0.3312], [4.0316, -0.7820, -0.2116], [1.8454, 1.2728, 0.1300], [-1.2821, -2.1565, 0.5914], [-3.0645, 0.9932, -1.2066], [-2.3409, 0.1791, -1.3843], [-1.8463, 0.2243, 1.7119], [-0.2966, -0.6016, -0.1609], [2.3856, 0.1269, 1.4713], [-0.7296, 1.5830, 0.9595], [2.4913, 0.4977, 0.4582], [0.3733, -2.5378, 0.0915]], "nbo_charge": [0.448, 0.257, -0.708, -0.457, 0.272, -0.333, -0.588, 0.474, 0.235, 0.422, 0.258, 0.093, 0.253, 0.260, 0.235, 0.257, 0.168, 0.455], "homo_lumo_gap_ha": 0.351, "relative_energy_kcal_mol": 69.5, "e_tot_ev": -8776.1078, "charge": 2, "multiplicity": 1}

=====

[13]
{"formula": "C4H11N3", "method": "the ωB97M-V functional and the def2-TZVPD basis", "elements": ["H", "H", "H", "N", "H", "N", "H", "C", "H", "C", "H", "N", "H", "H", "C", "H", "C", "H"], "xyz": [[1.2247, 0.0420, -0.9227], [0.4032, -0.8124, -3.1328], [-0.9664, -2.0040, -2.7593], [-0.1775, 1.4959, -1.1948], [-1.2414, -0.2543, -2.9479], [0.8166, 0.3597, 3.6981], [-1.1791, 1.5808, -1.3618], [-0.6147, -0.9563, -2.5883], [0.3912, 1.1300, 4.1328], [0.2525, 0.2965, -0.7087], [-0.2697, -1.6927, -0.7752], [-0.5816, -0.8553, -1.1020], [0.5322, -0.4745, 4.1076], [-1.5221, -0.8655, -0.8602], [0.6129, 0.1996, 2.2998], [0.3205, 2.3830, -1.0900], [0.2402, 0.0221, 1.1483], [1.7587, 0.4054, 4.0570]], "nbo_charge": [0.236, 0.270, 0.257, -0.783, 0.230, -0.672, 0.411, -0.432, 0.468, 0.259, 0.443, -0.489, 0.464, 0.442, 0.033, 0.459, -0.067, 0.472], "homo_lumo_gap_ha": 0.411, "relative_energy_kcal_mol": 89.2, "e_tot_ev": -8775.2541, "charge": 2, "multiplicity": 1}

=====

[14]
{"formula": "C4H11N3O", "method": "the ωB97M-V functional and the def2-TZVPD basis", "elements": ["H", "H", "N", "H", "C", "H", "H", "C", "H", "N", "C", "H", "N", "H", "H", "H", "C", "H", "O"], "xyz": [[0.9157, 1.9884, -1.2453], [-0.8775, -1.7099, -0.1401], [1.9148, -1.4822, 1.0753], [-1.9237, 0.9484, -0.7380], [-0.9633, 1.3378, -0.3830], [-0.5250, 2.5524, -2.1035], [-0.4945, 2.8993, 0.6908], [0.7871, -1.9868, 0.7608], [0.2681, -3.7711, 1.3863], [-0.0544, -0.9882, -0.1301], [-0.0844, 1.7079, -1.5775], [0.0019, 0.8831, -2.2832], [-0.0524, -2.9722, 0.8541], [2.4777, -2.0991, 1.6491], [0.6797, 0.6583, 0.8768], [-0.9258, 0.1198, 1.4005], [-0.2942, 0.2970, 0.5281], [0.4552, -0.8597, -1.0025], [-1.3049, 2.4768, 0.3813]], "nbo_charge": [0.209, 0.481, -0.875, 0.178, 0.090, 0.234, 0.465, 0.564, 0.360, -0.609, -0.647, 0.206, -0.930, 0.357, 0.232, 0.226, -0.254, 0.415, -0.702], "homo_lumo_gap_ha": 0.323, "relative_energy_kcal_mol": 56.9, "e_tot_ev": -10842.7450, "multiplicity": 1}